(1)
A structure of composition C11H24ClFeIN2O3P. Source: OMol25; level of theory: ωB97M-V with the def2-TZVPD basis set.

The geometry in XYZ format:
```
44
Properties=species:S:1:pos:R:3:forces:R:3:lowdin_charge:R:1
I 3.533577 -0.491617 2.845163 0.2 -0.2 0.4 0.81
Fe 0.750044 0.050329 0.596104 -0.1 -0.7 0.2 0.21
Cl 0.535748 -1.291799 2.338358 -0.6 0.5 -0.7 -0.04
P 1.336382 -1.288652 -1.276392 -0.2 -2.1 -0.5 0.73
O -1.577805 0.039302 -0.484364 -0.7 1.4 0.6 -0.04
O 6.121135 0.835282 2.862760 -0.8 -1.8 1.6 0.00
O 0.676400 2.158384 -1.898921 1.5 -3.2 2.7 0.15
N -3.675360 0.461035 -1.047042 -1.1 -0.5 -0.1 0.02
N -2.445929 1.941896 0.428384 -0.6 -0.6 -0.9 -0.03
C 1.645010 -0.915904 -3.018846 0.0 0.4 -0.3 -0.24
C 2.884178 -2.026955 -0.701883 0.0 0.0 0.0 -0.26
C -3.377512 3.053090 0.436148 -0.5 1.0 0.2 0.00
C -2.558351 0.826133 -0.346322 3.5 -0.9 0.5 -0.39
C 6.084678 -0.752477 4.741123 0.2 0.2 -0.1 -0.08
C -4.997131 1.034156 -1.087700 -0.4 0.7 0.0 0.04
C -3.529375 -0.793506 -1.748440 -0.6 -0.6 -0.8 0.03
C 1.032416 1.418092 -1.076885 -1.5 4.4 -2.3 -0.05
C 0.139788 -2.676931 -1.391372 0.1 0.0 0.1 -0.23
C -1.197292 2.150952 1.137155 0.3 0.2 0.6 0.00
C 5.567240 -0.006975 3.523330 1.4 1.8 -1.3 -0.79
H -4.476458 -1.019167 -2.249343 0.2 0.1 0.1 0.12
H -2.912899 3.902307 0.963666 -0.2 -0.4 -0.3 0.12
H 6.129339 -1.840143 4.564419 -0.2 0.5 -0.1 0.09
H 2.396660 -0.122778 -3.099905 -0.1 -0.1 -0.1 0.06
H 3.667547 -1.266628 -0.770790 0.0 -0.2 0.0 0.06
H 5.458744 -0.560246 5.628251 0.1 -0.1 -0.5 0.09
H -0.781680 -2.326883 -1.885861 0.4 -0.2 0.2 0.03
H -5.273559 1.158015 -2.148017 0.0 -0.1 0.3 0.15
H 7.102586 -0.374386 4.929098 -0.4 -0.1 -0.1 0.10
H 2.776139 -2.317979 0.348169 0.1 -0.1 -0.2 0.00
H -1.448364 2.733959 2.034922 0.3 -0.4 -0.1 0.13
H -5.050789 1.997894 -0.588108 -0.1 -0.5 -0.2 0.07
H -4.306899 2.797789 0.974122 0.4 0.1 -0.1 0.12
H 0.588150 -3.504933 -1.969143 -0.3 0.3 0.2 0.07
H 0.720903 -0.574876 -3.502691 0.2 -0.1 0.1 0.06
H -3.621943 3.379576 -0.589040 0.2 -0.1 0.4 0.12
H -0.500524 2.762315 0.541041 -0.3 -0.2 0.1 0.11
H 2.012233 -1.810747 -3.543773 -0.1 0.3 0.3 0.08
H -3.277289 -1.621469 -1.070587 0.1 0.4 0.1 0.14
H -2.731561 -0.734884 -2.499243 0.0 0.1 0.2 0.13
H -0.725293 1.183182 1.425946 -0.8 0.7 0.2 0.04
H -0.107649 -3.015084 -0.372670 0.1 0.0 -0.4 0.05
H 3.133919 -2.888763 -1.328567 0.1 0.1 0.1 0.07
H -5.719155 0.340094 -0.622254 0.3 0.0 -0.2 0.15
```
Forces are in eV/Å.

LUMO energy (alpha / beta) = -6.5 / -11.2 eV
⟨S²⟩ = 8.7945
HOMO (alpha / beta) = -13.59 / -13.58 eV
total charge = +2
2S+1 = 6
frontier orbital gap (alpha / beta) = 0.261 / 0.087 Ha
relative energy (zero: lowest compared OMol25 entry of this formula, charge and spin) = 0.000 eV

---

(2)
A cluster of 7 separate species, C43H51BrNO in total. Source: OMol25; level of theory: ωB97M-V with the def2-TZVPD basis set.

The geometry in XYZ format:
```
97
Properties=species:S:1:pos:R:3:forces:R:3:lowdin_charge:R:1
Br 0.145967 -4.453591 0.355160 0.0 -0.3 0.0 0.75
O -3.271181 -2.817361 0.486708 -0.2 0.1 0.2 -0.08
N -4.017235 -1.119193 -1.674736 -0.2 0.1 0.0 0.08
C 6.625943 2.346415 -6.056792 0.0 0.0 0.0 -0.10
C 0.672581 -7.773358 3.537731 0.0 0.0 0.0 -0.09
C -8.180739 0.322580 0.583175 0.1 0.0 0.0 -0.10
C 0.650605 -8.007776 4.905785 0.0 0.0 0.0 -0.09
C -1.344377 -6.476072 3.730775 0.0 0.0 0.0 -0.11
C -1.368461 -6.714869 5.097371 0.0 0.0 0.0 -0.10
C -8.114086 -1.064668 0.617901 0.1 0.0 0.0 -0.13
C 1.676680 -2.875107 3.365356 0.0 0.1 0.0 -0.11
C 0.217342 -3.034200 5.266315 0.0 0.0 0.0 -0.08
C 6.247447 8.185617 -1.550992 0.0 0.0 0.0 -0.09
C -4.213188 -3.343285 -0.413605 0.1 0.0 0.0 -0.15
C 5.596812 3.242009 -6.312348 0.0 0.0 0.0 -0.09
C 0.646316 -2.830995 -0.563625 0.1 0.3 0.0 -0.57
C 0.904160 3.577509 -0.644233 0.0 0.0 0.0 -0.09
C 2.773580 3.589506 -2.157865 0.0 0.0 0.0 -0.09
C 5.254836 4.194748 -5.362902 0.0 0.0 0.0 -0.10
C 0.157806 -1.570805 0.148144 0.0 0.1 0.0 -0.27
C 2.943036 2.226124 -1.966848 0.0 0.0 0.0 -0.08
C -8.969573 -1.824488 -0.169792 0.0 0.0 0.0 -0.10
C 4.481337 6.692288 -0.892432 0.0 0.0 0.0 -0.10
C 5.407001 9.269933 -1.341497 0.0 0.0 0.0 -0.09
C -2.327796 -1.969611 -0.132956 -0.1 -0.2 -0.1 -0.36
C -9.960622 0.190614 -1.027651 0.0 0.0 0.0 -0.08
C -9.893172 -1.195312 -0.993214 0.0 0.0 0.0 -0.09
C 7.313644 2.403384 -4.852549 0.0 0.0 0.0 -0.09
C -4.882285 -2.303254 -1.330852 -0.3 -0.5 -0.1 -0.06
C 1.075526 2.213458 -0.449468 0.0 0.0 0.0 -0.11
C 1.732625 -1.496013 3.523618 0.0 0.0 0.0 -0.11
C -9.106012 0.949649 -0.239868 0.0 0.0 0.0 -0.09
C 0.921706 -3.645609 4.238674 0.0 0.0 0.0 -0.08
C 1.026047 -0.884902 4.550956 0.0 0.0 0.0 -0.10
C -0.368817 -7.478332 5.684992 0.0 0.0 0.0 -0.09
C -3.065403 -0.727952 -0.587765 0.3 -0.1 0.2 -0.05
C 0.267240 -1.655226 5.421802 0.0 0.0 0.0 -0.09
C 1.754095 4.264467 -1.499514 0.0 0.0 0.0 -0.09
C 5.943957 4.253069 -4.159256 0.0 0.0 0.0 -0.11
C 6.973110 3.357413 -3.903729 0.0 0.0 0.0 -0.09
C 5.784633 6.897628 -1.322609 0.0 0.0 0.0 -0.10
C -0.323665 -7.004936 2.953066 0.0 0.0 0.0 -0.13
C 3.641357 7.777159 -0.683786 0.0 0.0 0.0 -0.10
C -1.202478 -1.639070 0.830405 0.0 0.3 0.0 -0.16
C 4.104728 9.066204 -0.906842 0.0 0.0 0.0 -0.09
C 2.091604 1.539188 -1.113332 0.0 -0.1 0.0 -0.10
H 2.224862 -3.350110 2.561302 0.0 0.0 0.0 0.09
H 1.428670 -8.602924 5.365084 0.0 0.0 0.0 0.10
H 5.767410 10.275040 -1.516521 0.0 0.0 0.0 0.10
H 0.894157 -1.283669 0.895676 0.0 0.0 0.1 0.09
H -0.367027 -3.637174 5.949464 0.0 0.0 0.0 0.10
H 4.453698 4.895338 -5.562296 0.0 0.0 0.0 0.10
H -4.626225 -0.331838 -1.896968 0.0 0.0 0.0 0.19
H -10.567850 -1.784956 -1.599507 0.0 0.0 0.0 0.11
H 1.469159 -8.182763 2.930286 0.0 0.0 0.0 0.10
H 7.262292 8.344543 -1.891170 0.0 0.0 0.0 0.10
H -0.300653 -6.810987 1.888698 0.0 -0.1 0.0 0.05
H 2.336802 -0.895736 2.853139 0.0 0.0 0.0 0.10
H 0.878698 -4.720714 4.117886 0.0 0.0 0.0 0.09
H 4.123020 5.686359 -0.715718 0.0 0.0 0.0 0.09
H 2.625189 7.618891 -0.344260 0.0 0.0 0.0 0.10
H 1.625900 5.328451 -1.652081 0.0 0.0 0.0 0.10
H -7.522063 0.914024 1.206722 0.0 0.0 0.0 0.10
H 5.679623 5.001043 -3.422827 0.0 0.0 0.0 0.07
H 6.442433 6.051645 -1.477156 0.0 0.0 0.0 0.09
H 3.738966 1.704218 -2.482506 0.0 0.0 0.0 0.11
H 3.451676 9.912961 -0.740579 0.0 0.0 0.0 0.10
H -3.646582 -0.340096 0.244419 -0.1 0.1 0.0 0.16
H -3.490206 -1.310635 -2.525247 0.1 -0.1 0.0 0.19
H -8.926247 -2.905841 -0.132957 0.0 0.0 0.0 0.10
H 6.895844 1.606587 -6.799065 0.0 0.0 0.0 0.10
H -2.383417 0.027421 -0.970943 -0.1 0.1 -0.1 0.15
H 7.512989 3.405026 -2.966399 0.0 0.0 0.0 0.10
H 0.141607 -0.760614 -0.588238 0.1 0.0 -0.1 0.10
H 2.228722 0.475943 -0.955461 0.0 0.0 0.0 0.09
H 1.730417 -2.826553 -0.596666 0.1 -0.1 0.0 0.06
H -5.130156 -2.787222 -2.272649 -0.1 0.0 -0.1 0.14
H -10.686465 0.680043 -1.663206 0.0 0.0 0.0 0.11
H -1.209750 -2.354810 1.647982 0.0 -0.2 0.0 0.10
H -9.169412 2.029595 -0.258658 0.0 0.0 0.0 0.10
H 5.065471 3.201265 -7.254342 0.0 0.0 0.0 0.10
H -4.999623 -3.775471 0.199140 -0.1 -0.1 0.0 0.14
H -1.928741 -2.474989 -1.028178 0.1 -0.1 0.0 0.15
H -7.399124 -1.555089 1.269346 0.0 0.0 0.1 0.10
H -0.276822 -1.181391 6.228543 0.0 0.0 0.0 0.10
H 8.118468 1.707251 -4.655540 0.0 0.0 0.0 0.10
H -1.390893 -0.661975 1.283060 0.0 0.0 0.1 0.13
H 0.425852 1.679003 0.235100 0.0 0.0 0.0 0.09
H 3.439939 4.124761 -2.821053 0.0 0.0 0.0 0.09
H -0.385674 -7.663255 6.750998 0.0 0.0 0.0 0.10
H 0.294075 -2.918657 -1.586473 -0.2 -0.1 0.0 0.05
H -2.116065 -5.869842 3.272682 0.0 0.0 0.0 0.10
H -2.165262 -6.305893 5.705351 0.0 0.0 0.0 0.10
H -3.773452 -4.151521 -1.003227 0.2 0.1 -0.1 0.13
H -5.819245 -1.953162 -0.909054 0.1 0.4 0.2 0.11
H 1.075953 0.188761 4.679734 0.0 0.0 0.0 0.10
H 0.116903 4.106607 -0.122563 0.0 0.0 0.0 0.10
```
Forces are in eV/Å.

LUMO energy = -3.2 eV
HOMO = -10.68 eV
total charge = +1
2S+1 = 1
frontier orbital gap = 0.275 Ha

---

(3)
A structure of composition C6H15BrN. Source: OMol25; level of theory: ωB97M-V with the def2-TZVPD basis set.

The geometry in XYZ format:
```
23
Properties=species:S:1:pos:R:3:forces:R:3:lowdin_charge:R:1
Br 0.652142 0.431852 2.390468 0.7 -0.5 1.0 0.92
N -0.131539 1.251357 -0.036528 -1.9 2.4 0.6 -0.28
C 0.678798 0.189602 0.553664 0.3 -2.2 -3.7 -0.64
C -1.500570 1.317382 0.525841 1.2 -1.7 -0.8 -0.03
C -0.508315 -1.719891 -1.498431 3.8 4.8 1.5 -0.03
C 1.138144 -2.362731 0.401980 -1.6 -0.3 1.8 -0.11
C 0.390221 2.658453 -0.046635 2.6 0.9 0.5 0.00
C -0.040383 -1.572491 -0.010232 -0.5 4.3 1.1 -0.23
H 0.351759 -1.454010 -2.195784 -0.9 -0.8 0.8 0.12
H -1.434200 1.854547 1.375202 0.0 0.8 3.5 0.05
H -2.172470 1.855566 -0.006478 -1.5 1.9 -2.7 0.09
H -1.889931 0.346806 0.510112 -0.5 -1.4 1.0 0.09
H 1.053079 2.637736 0.900684 -1.4 1.0 -1.4 0.10
H 1.667246 0.284494 -0.023941 -1.0 -0.3 1.6 0.14
H 1.829128 -1.876599 1.031307 0.7 0.8 0.7 0.05
H 0.814145 -3.192065 0.966064 -0.6 -1.1 1.0 0.09
H -0.930422 -1.467456 0.712225 1.5 -1.0 -1.0 0.13
H -0.746796 -2.688063 -1.538822 -1.4 -3.7 -0.9 0.04
H -0.449812 3.434516 -0.096329 1.3 -1.3 0.4 0.14
H -0.312837 1.065625 -0.960040 0.0 -1.2 -3.1 0.12
H -1.252694 -0.990524 -1.712963 -1.2 0.0 -0.3 0.06
H 1.667488 -2.838657 -0.318780 1.5 -0.9 -2.9 0.06
H 1.127818 2.834552 -0.922583 -1.4 -0.5 1.3 0.14
```
Forces are in eV/Å.

LUMO energy = -2.9 eV
HOMO = -13.63 eV
total charge = +1
2S+1 = 1
frontier orbital gap = 0.395 Ha
relative energy (zero: lowest compared OMol25 entry of this formula, charge and spin) = 3.938 eV

---

Values for F_max, eV/Å, ordered as above
5.184; 0.618; 6.300